ORCA calculation (ωB97M-V with the def2-TZVPD basis set) on 3 unconnected molecules or ions with the total composition C3H16N2O2.

Charge   +2
Lowest unoccupied orbital energy   -6.34 eV

Each line ends with the Mulliken charge.
Atoms and positions in Å:
C -0.3460 -0.7280 0.3342  -0.678
C -1.0171 0.4587 -0.4393  -0.447
C -0.3568 0.7755 -1.7617  -0.961
N 0.8347 1.7001 -1.7643  -0.206
N -1.3714 -1.6362 0.9370  -0.228
H 0.2888 -0.3528 1.1119  0.325
H 0.2489 -1.2817 -0.3861  0.369
H -1.2420 1.2508 0.2707  0.384
H -1.9751 0.0232 -0.7456  0.443
H -0.0488 -0.1255 -2.2824  0.432
H -1.0712 1.1896 -2.4723  0.412
H 1.4017 1.6571 -0.9009  0.319
H 1.4246 1.5063 -2.5762  0.361
H 0.5641 2.6830 -1.8426  0.384
H -1.7504 -2.2953 0.2578  0.365
H -2.1309 -1.1057 1.3710  0.378
H -0.9023 -2.1494 1.7177  0.374
H -0.3395 -3.9150 2.3031  0.341
H 1.1816 -3.5261 2.5288  0.342
O 0.4222 -3.4441 1.9434  -0.696
H 2.1484 3.8024 0.4128  0.327
H 1.9748 2.6611 1.4625  0.324
O 2.0616 2.8519 0.5208  -0.663